Density functional theory data (wB97M-V/def2-TZVPD) for a molecular structure, C13H30GeN5O7SW.

Expectation value of S²: 0.754
E, eV: -104913.0299
Spin multiplicity: 2
Charge: +2
Strongest force on any atom, eV/A: 0.38
E_LUMO (alpha / beta), eV: -7.186 / -8.159
Relative energy (zero: lowest compared OMol25 entry of this formula, charge and spin), kcal per mole: 0.0
Kohn-Sham gap (alpha / beta), eV: 9.047 / 8.509
HOMO level (alpha / beta), eV: -16.233 / -16.669

Each line ends with the Löwdin charge.
Positions of all 58 atoms, in Å:
W: 0.113 -0.428 -0.772  1.884
C: -1.470 3.235 -0.247  -0.005
C: -0.756 2.357 0.753  -0.544
C: -1.635 1.943 1.912  -0.008
C: 0.570 2.918 1.216  -0.008
O: -0.436 1.045 0.018  -0.318
Ge: -0.563 -2.834 0.993  1.315
O: 0.890 -1.575 0.689  -0.526
C: 2.256 -1.721 1.370  -0.585
C: 3.185 -2.461 0.435  -0.005
C: 2.705 -0.313 1.687  -0.012
C: 1.993 -2.514 2.637  -0.060
O: -1.481 -1.364 0.364  -0.523
C: -2.985 -1.464 0.110  -0.598
C: -3.622 -1.362 1.481  -0.009
C: -3.345 -0.312 -0.800  -0.008
C: -3.289 -2.803 -0.541  -0.038
H: -1.762 4.151 0.269  0.117
H: -0.825 3.500 -1.080  0.074
H: -2.376 2.761 -0.621  0.089
H: -1.794 2.813 2.548  0.116
H: -2.609 1.599 1.570  0.075
H: -1.158 1.169 2.514  0.099
H: 0.364 3.834 1.772  0.116
H: 1.082 2.231 1.888  0.080
H: 1.216 3.180 0.382  0.078
H: 3.444 -1.878 -0.444  0.069
H: 4.103 -2.690 0.978  0.117
H: 2.747 -3.403 0.106  0.107
H: 2.773 0.300 0.786  0.066
H: 2.031 0.164 2.399  0.092
H: 3.699 -0.347 2.133  0.118
H: 1.742 -3.556 2.430  0.078
H: 2.906 -2.527 3.233  0.119
H: 1.217 -2.051 3.253  0.097
H: -3.349 -0.435 1.980  0.078
H: -4.707 -1.393 1.383  0.115
H: -3.330 -2.204 2.114  0.091
H: -3.121 0.646 -0.334  0.062
H: -2.835 -0.388 -1.763  0.090
H: -4.416 -0.344 -0.999  0.119
H: -3.021 -3.645 0.107  0.075
H: -4.365 -2.874 -0.696  0.117
H: -2.798 -2.912 -1.504  0.088
O: -0.416 -2.510 -1.602  -0.425
S: 0.350 -1.922 -2.764  0.448
O: 0.440 -2.599 -3.982  -0.129
O: -0.353 -0.523 -2.765  -0.385
O: 1.596 -1.507 -2.017  -0.392
N: 2.133 3.989 -3.044  0.172
N: 2.191 2.707 -2.550  -0.236
N: 3.290 1.976 -2.567  0.194
C: 2.901 0.885 -1.945  -0.128
N: 1.614 0.986 -1.565  -0.117
N: 1.180 2.174 -1.959  0.126
H: 3.071 4.244 -3.339  0.124
H: 1.486 4.023 -3.826  0.126
H: 3.530 0.028 -1.787  0.126